No. 1
DFT (ωB97M-V/def2-TZVPD) results for a structure of composition C20H25N5 at a distorted geometry.

Its energy relative to the best compared isomer or geometry (same formula, charge and spin) is 12.8871 eV. The calculation puts the highest occupied orbital energy at -0.2716 Eh. The calculation puts the LUMO energy at 0.68 eV. The calculation puts the gap between HOMO and LUMO at 8.067 eV.

Each line ends with the Löwdin charge.
CARTESIAN COORDINATES (ANGSTROEM)
N1 21.97660 -17.48121 10.02382  0.01
C1 23.23165 -17.50678 10.65403  -0.19
C2 24.08817 -18.35977 9.93597  -0.07
C3 23.46324 -18.49321 8.66700  -0.12
C4 22.24152 -17.86921 8.70822  -0.14
H1 21.16392 -17.00205 10.38447  0.15
H2 23.42912 -17.14220 11.65127  0.02
H3 25.10816 -18.69720 10.04628  0.09
H4 23.92250 -18.93169 7.79338  0.09
H5 21.45560 -17.70305 7.98633  0.10
N2 24.47608 -18.71454 17.48954  0.09
C5 24.60551 -18.81901 16.16765  -0.20
C6 25.35274 -19.86954 15.90986  -0.10
C7 25.55556 -20.61748 17.12045  -0.09
C8 24.88806 -19.86259 18.05837  -0.14
H6 24.01194 -17.93989 17.94182  0.17
H7 24.20584 -18.09017 15.47810  0.06
H8 25.78944 -20.11243 14.95243  0.14
H9 26.10176 -21.54814 17.16470  0.15
H10 24.69537 -19.92865 19.11899  0.14
N3 27.10469 -19.30787 17.55471  -0.02
C9 27.35184 -18.63294 16.40366  -0.15
C10 28.59854 -18.09618 16.69304  -0.13
C11 29.21426 -18.52616 17.89636  -0.08
C12 28.21410 -19.36676 18.34742  -0.12
H11 26.25195 -19.81713 17.73795  -0.11
H12 26.61249 -18.53198 15.62291  0.05
H13 29.15390 -17.45761 16.02206  0.08
H14 30.19091 -18.20681 18.22887  0.09
H15 28.11182 -19.80459 19.32939  0.11
N4 23.62706 -14.13374 9.65463  0.04
C13 24.53604 -13.20753 10.03681  -0.14
C14 25.00500 -13.54341 11.33574  -0.13
C15 24.30032 -14.58346 11.87550  -0.07
C16 23.41591 -14.94873 10.78078  -0.11
H16 23.10959 -14.16153 8.78771  0.15
H17 24.85497 -12.36621 9.43940  0.10
H18 25.84359 -13.04758 11.80192  0.09
H19 24.43524 -14.98719 12.86808  0.07
H20 22.68830 -15.74084 10.68303  0.05
N5 25.93397 -17.13436 14.51934  0.02
C17 25.25422 -17.34894 13.34755  -0.06
C18 23.96348 -16.82813 13.52914  -0.17
C19 23.76620 -16.52687 14.84779  -0.11
C20 25.03929 -16.67430 15.45703  -0.17
H21 26.89915 -17.33058 14.74303  0.13
H22 25.77088 -17.58479 12.42894  0.12
H23 23.23777 -16.64382 12.75082  0.07
H24 22.89614 -15.98699 15.19120  0.12
H25 25.47641 -16.54757 16.43645  0.14

***

No. 2
DFT (ωB97M-V/def2-TZVPD) results for an isolated molecule of C20H25NO5.

Its SMILES is COc1cc2c(cc1OC)[C@@H](c1cc(OC)c(OC)c(OC)c1)NCC2. Its energy relative to the best compared isomer or geometry (same formula, charge and spin) is 4.3571 eV. The calculation puts the highest occupied orbital energy at -0.2821 Eh. The calculation puts the LUMO energy at 0.71 eV. The calculation puts the gap between HOMO and LUMO at 8.383 eV.

Each line ends with the Löwdin charge.
CARTESIAN COORDINATES (ANGSTROEM)
C1 -0.72561 2.36442 -5.21737  -0.08
O1 0.40005 1.62580 -4.80263  -0.07
C2 0.63141 1.36146 -3.48306  -0.19
C3 1.81918 0.68043 -3.24585  0.05
C4 2.23385 0.31184 -1.97581  -0.17
C5 1.43166 0.64385 -0.89456  -0.12
C6 0.24561 1.33229 -1.11431  0.05
C7 -0.18144 1.69217 -2.38301  -0.18
O2 -1.36681 2.35482 -2.60919  -0.12
C8 -2.19422 2.64502 -1.51183  -0.08
C9 1.82605 0.29563 0.52590  -0.26
C10 0.63072 -0.23510 1.27933  -0.20
C11 0.09050 -1.44821 0.89157  0.03
C12 -1.03354 -1.96690 1.52237  -0.17
O3 -1.62460 -3.14565 1.14353  -0.10
C13 -1.02735 -3.88978 0.11059  -0.08
C14 -1.61614 -1.26067 2.58503  -0.13
O4 -2.73305 -1.63153 3.28332  -0.06
C15 -2.99784 -3.00081 3.48961  -0.07
C16 -1.06021 -0.02746 2.97179  -0.19
O5 -1.69594 0.58922 4.00972  -0.06
C17 -1.20609 1.82878 4.45093  -0.09
C18 0.05279 0.47915 2.31650  0.02
N1 2.87584 -0.71119 0.52117  -0.01
C19 3.98337 -0.33481 -0.33193  -0.22
C20 3.51540 -0.44690 -1.78023  -0.13
H1 -0.74104 3.36257 -4.77457  0.09
H2 -0.62459 2.44926 -6.29968  0.09
H3 -1.65916 1.85078 -4.97856  0.09
H4 2.42480 0.43739 -4.10545  0.13
H5 -0.35921 1.57587 -0.25592  0.11
H6 -3.07380 3.12972 -1.93409  0.09
H7 -1.70890 3.33006 -0.80862  0.10
H8 -2.49987 1.73707 -0.98174  0.10
H9 2.16846 1.23471 1.01163  0.15
H10 0.56490 -1.96827 0.07771  0.11
H11 -1.64344 -4.78177 0.00289  0.09
H12 -1.02279 -3.33706 -0.83414  0.10
H13 -0.00423 -4.18410 0.36445  0.10
H14 -3.41773 -3.47346 2.59883  0.09
H15 -2.09780 -3.54298 3.79165  0.10
H16 -3.72812 -3.03367 4.29846  0.09
H17 -1.25106 2.58765 3.66200  0.09
H18 -1.85859 2.12647 5.27039  0.09
H19 -0.17736 1.75135 4.81998  0.10
H20 0.48092 1.42471 2.61005  0.11
H21 3.18311 -0.88251 1.47283  0.12
H22 4.81577 -1.01862 -0.15036  0.12
H23 4.33300 0.69551 -0.13675  0.12
H24 4.28313 -0.07548 -2.46113  0.12
H25 3.34001 -1.50106 -2.01148  0.12

***

No. 3
DFT (ωB97M-V/def2-TZVPD) results for a structure of composition C20H26AsMoN5O3.

The multiplicity is 3. Its energy relative to the best compared isomer or geometry (same formula, charge and spin) is 0.3619 eV. The calculation puts the highest occupied orbital energy (alpha / beta) at -0.2411 / -0.2799 Eh. The calculation puts the LUMO energy (alpha / beta) at -0.74 / -0.80 eV. The calculation puts the gap between HOMO and LUMO (alpha / beta) at 5.820 / 6.820 eV. The expectation value of S² is 2.012.

Each line ends with the Löwdin spin population.
CARTESIAN COORDINATES (ANGSTROEM)
Mo1 -0.13290 0.67644 -0.33465  1.65
N1 -10.58937 -0.68567 0.47230  0.00
C1 -9.45427 -0.53223 0.38229  0.00
C2 -8.03267 -0.34095 0.26981  0.00
C3 -7.34809 0.36419 1.25631  0.00
C4 -5.98180 0.54951 1.14079  0.00
C5 -5.28762 0.02684 0.05387  0.00
C6 -5.97893 -0.68104 -0.92486  0.00
C7 -7.34688 -0.86146 -0.82499  0.00
C8 -3.81424 0.21890 -0.06690  0.00
C9 -3.35365 1.51233 -0.29310  0.00
C10 -4.16829 2.66192 -0.49732  0.03
C11 -3.31870 3.72589 -0.66151  0.00
C12 -2.00936 3.21109 -0.55096  0.03
N2 -2.01023 1.89703 -0.33922  0.01
C13 -3.02826 -0.92942 0.03927  0.00
C14 -3.47156 -2.25525 0.29775  0.01
C15 -2.36025 -3.06615 0.22298  0.00
C16 -1.27710 -2.21153 -0.07671  0.02
N3 -1.66096 -0.94243 -0.17269  0.02
H1 -7.88870 0.76260 2.10385  0.00
H2 -5.44303 1.10226 1.89943  0.00
H3 -5.43634 -1.08567 -1.76898  0.00
H4 -7.88767 -1.40363 -1.58834  0.00
H5 -5.24573 2.67069 -0.52773  0.00
H6 -3.57944 4.75596 -0.84267  0.00
H7 -1.07343 3.73848 -0.61612  0.00
H8 -4.48708 -2.55228 0.50209  0.00
H9 -2.31378 -4.13496 0.35187  0.00
H10 -0.24364 -2.47975 -0.24552  0.00
C17 5.04318 0.80926 -0.79419  0.00
As1 3.20874 0.43508 -1.25455  0.01
C18 3.22907 -1.16933 -2.31128  0.00
C19 2.69258 1.85506 -2.44566  0.00
O1 2.32254 0.25988 0.13556  0.04
H11 5.66552 0.85746 -1.68582  0.00
H12 5.40116 0.02066 -0.13522  0.00
H13 5.08040 1.76210 -0.26365  0.00
H14 3.87978 -1.05687 -3.17770  0.00
H15 2.20353 -1.35209 -2.62402  0.00
H16 3.57615 -1.99126 -1.68719  0.00
H17 3.47838 1.99158 -3.18708  0.00
H18 2.55272 2.77022 -1.87123  0.00
H19 1.75665 1.57798 -2.92417  0.00
N4 -0.60877 1.77551 2.66720  0.00
N5 -0.52494 0.51993 1.97670  0.02
H20 -1.27187 1.71301 3.43057  0.00
H21 -0.94633 2.44548 1.98453  0.00
H22 -1.38183 -0.02466 2.03856  0.00
H23 0.22177 -0.01838 2.40474  0.00
C20 1.68963 2.98328 0.75206  0.01
O2 0.59865 2.44847 0.05732  0.06
H24 2.01798 2.33923 1.57176  0.00
H25 1.41712 3.96142 1.16618  0.00
H26 2.55188 3.13267 0.08888  0.00
O3 0.39877 -0.18551 -1.70198  0.07

***

- The highest energy relative to the best compared isomer or geometry (same formula, charge and spin) belongs to which entry?
  C20H25N5

***

- Among the records above, which one has the lowest energy relative to the best compared isomer or geometry (same formula, charge and spin)?
  C20H26AsMoN5O3